# 1
A molecular structure, C38H76O25S2Ta. Source: the Open Molecules 2025 dataset; level of theory: wB97M-V/def2-TZVPD.

Positions of all 142 atoms, in Å:
C: -1.965 -0.013 3.136
C: -1.180 -0.939 3.791
C: -0.431 -1.979 3.094
Ta: 1.528 -0.911 2.663
S: 3.823 0.057 2.359
C: 4.986 -0.827 3.455
C: 5.843 0.078 4.311
O: 7.040 -0.036 4.325
O: 5.266 1.063 5.034
C: 4.131 0.729 5.825
C: 2.976 1.689 5.610
C: 1.968 1.566 6.745
O: 3.465 3.045 5.447
C: 2.926 3.694 4.379
O: 3.583 4.010 3.438
C: 1.464 4.025 4.526
S: 0.637 4.550 3.021
H: -1.804 1.048 3.304
H: -2.753 -0.308 2.452
H: -1.079 -0.934 4.878
H: -0.213 -2.835 3.748
H: -0.914 -2.296 2.163
H: 0.874 0.693 3.371
H: 0.970 -0.247 1.017
H: 2.124 -2.483 1.858
H: 2.147 -1.449 4.353
H: 4.408 -1.517 4.069
H: 5.686 -1.403 2.855
H: 4.435 0.735 6.876
H: 3.745 -0.264 5.591
H: 2.490 1.384 4.683
H: 1.311 2.432 6.786
H: 1.334 0.694 6.571
H: 2.480 1.449 7.702
H: 0.917 3.131 4.820
H: 1.327 4.786 5.295
H: 1.481 5.421 2.466
C: -4.769 3.460 -3.718
C: -4.502 2.509 -2.572
O: -3.608 3.070 -1.602
C: -4.140 3.967 -0.777
O: -5.292 4.327 -0.763
O: -3.181 4.396 0.038
C: -3.579 5.419 0.950
H: -3.831 3.785 -4.169
H: -5.377 2.975 -4.481
H: -5.297 4.347 -3.373
H: -3.999 1.612 -2.930
H: -5.427 2.200 -2.086
H: -4.455 5.120 1.521
H: -3.785 6.344 0.412
H: -2.738 5.567 1.622
C: 0.246 0.736 -4.170
C: 1.576 1.171 -4.749
O: 2.271 2.071 -3.878
C: 2.868 1.487 -2.828
O: 2.889 0.306 -2.607
O: 3.429 2.439 -2.094
C: 4.024 1.979 -0.868
H: -0.358 1.607 -3.911
H: -0.299 0.128 -4.893
H: 0.390 0.150 -3.264
H: 1.425 1.732 -5.672
H: 2.208 0.314 -4.982
H: 4.727 1.170 -1.055
H: 3.254 1.650 -0.175
H: 4.548 2.830 -0.445
C: 0.024 0.043 -12.357
C: 0.373 -0.500 -10.989
O: 1.309 0.340 -10.297
C: 0.795 1.448 -9.764
O: -0.361 1.780 -9.796
O: 1.784 2.121 -9.179
C: 1.392 3.372 -8.607
H: 0.930 0.209 -12.942
H: -0.614 -0.663 -12.889
H: -0.504 0.992 -12.277
H: 0.875 -1.462 -11.078
H: -0.516 -0.641 -10.376
H: 0.557 3.245 -7.922
H: 1.129 4.083 -9.388
H: 2.253 3.743 -8.059
C: -9.122 4.668 -9.202
C: -8.844 3.754 -8.029
O: -7.942 4.348 -7.084
C: -8.476 5.269 -6.283
O: -9.629 5.617 -6.273
O: -7.514 5.736 -5.492
C: -7.923 6.789 -4.614
H: -8.187 4.977 -9.671
H: -9.734 4.153 -9.942
H: -9.650 5.565 -8.881
H: -8.342 2.849 -8.363
H: -9.764 3.461 -7.524
H: -8.792 6.494 -4.032
H: -8.142 7.691 -5.183
H: -7.081 6.968 -3.952
C: -3.479 0.112 9.614
C: -2.096 0.596 9.235
O: -2.007 0.941 7.847
C: -2.545 2.114 7.511
O: -3.061 2.897 8.269
O: -2.398 2.272 6.203
C: -2.970 3.467 5.668
H: -3.780 -0.714 8.969
H: -3.487 -0.229 10.650
H: -4.213 0.909 9.507
H: -1.365 -0.198 9.372
H: -1.788 1.445 9.846
H: -2.603 4.341 6.203
H: -4.057 3.429 5.722
H: -2.658 3.519 4.630
C: 7.765 -5.123 4.349
C: 6.625 -4.775 3.416
O: 5.884 -5.946 3.027
C: 5.057 -6.427 3.949
O: 4.868 -5.978 5.048
O: 4.472 -7.521 3.445
C: 3.611 -8.196 4.366
H: 8.405 -5.883 3.898
H: 8.362 -4.235 4.555
H: 7.391 -5.516 5.293
H: 7.014 -4.350 2.494
H: 5.958 -4.036 3.858
H: 2.876 -7.512 4.782
H: 4.195 -8.649 5.166
H: 3.110 -8.972 3.795
C: 4.414 -9.578 -0.227
C: 3.545 -8.609 0.545
O: 2.546 -8.005 -0.293
C: 1.501 -8.769 -0.583
O: 1.302 -9.892 -0.191
O: 0.688 -8.076 -1.381
C: -0.462 -8.795 -1.825
H: 4.854 -9.081 -1.093
H: 5.216 -9.950 0.411
H: 3.834 -10.427 -0.586
H: 4.145 -7.787 0.922
H: 3.069 -9.091 1.398
H: -1.011 -9.209 -0.982
H: -0.171 -9.594 -2.505
H: -1.081 -8.073 -2.349

Forces on atoms 1 to 3 (eV/Å):
C 0.14 -0.31 0.73
C -0.55 0.33 -0.81
C -0.37 -1.20 0.98

Output
E_tot   -115044.5457 eV
Lowest unoccupied orbital energy   1.84 eV
Frontier orbital gap   0.22657 Ha
Net charge   -1

=====

# 2
4 unconnected molecules or ions with the total composition C38H77F13NO3P2S. Source: the Open Molecules 2025 dataset; level of theory: wB97M-V/def2-TZVPD.

Positions of all 135 atoms, in Å:
C: 3.977 -3.052 -1.008
C: 3.933 -4.089 -2.139
C: 2.738 -3.956 -3.092
O: 2.206 -2.623 -3.090
C: 0.835 -2.523 -2.938
P: 0.318 -0.930 -3.640
C: 1.408 0.404 -3.171
C: 1.915 0.281 -1.710
C: 1.801 1.577 -0.908
C: 1.989 1.265 0.577
C: 2.768 2.717 -1.340
C: 3.814 2.385 -2.405
C: 4.936 3.403 -2.359
C: 6.167 3.192 -2.834
C: 6.431 2.202 -3.937
C: 7.364 3.937 -2.283
C: -1.440 -0.699 -3.196
C: -1.753 0.549 -2.356
C: -2.262 1.720 -3.194
F: -2.788 1.328 -4.384
F: -1.201 2.520 -3.501
C: -3.279 2.617 -2.441
F: -3.271 3.832 -3.009
F: -2.859 2.758 -1.170
C: -4.744 2.069 -2.521
F: -4.742 0.724 -2.624
F: -5.267 2.545 -3.663
C: -5.686 2.571 -1.369
F: -6.930 2.585 -1.853
F: -5.353 3.819 -1.054
S: -5.753 1.487 0.209
F: -7.164 2.085 0.562
F: -6.423 0.320 -0.611
F: -4.295 0.897 -0.082
F: -5.082 2.646 1.059
F: -5.808 0.602 1.504
P: 0.503 -1.092 -5.829
N: 1.946 -1.488 -6.096
O: -0.643 -2.078 -6.342
O: 0.170 0.382 -6.321
H: 2.990 -2.661 -0.765
H: 4.383 -3.510 -0.106
H: 4.636 -2.223 -1.262
H: 4.860 -4.065 -2.711
H: 3.884 -5.087 -1.703
H: 3.026 -4.192 -4.118
H: 1.961 -4.672 -2.809
H: 0.275 -3.295 -3.488
H: 0.511 -2.578 -1.887
H: 0.942 1.375 -3.346
H: 2.245 0.334 -3.872
H: 1.311 -0.468 -1.181
H: 2.923 -0.129 -1.703
H: 0.774 1.944 -1.032
H: 1.271 0.535 0.944
H: 3.023 0.958 0.748
H: 1.851 2.199 1.127
H: 3.273 3.087 -0.445
H: 2.166 3.553 -1.704
H: 3.331 2.417 -3.390
H: 4.262 1.402 -2.255
H: 4.714 4.359 -1.889
H: 5.742 1.356 -3.929
H: 6.340 2.723 -4.893
H: 7.441 1.792 -3.885
H: 7.519 4.908 -2.762
H: 7.239 4.093 -1.214
H: 8.265 3.343 -2.433
H: -2.029 -0.736 -4.110
H: -1.726 -1.583 -2.622
H: -2.477 0.291 -1.585
H: -0.874 0.915 -1.829
H: 2.116 -2.334 -6.623
H: -1.551 -1.760 -6.254
H: -0.752 0.671 -6.266
C: -2.466 -0.671 2.374
C: -1.169 0.049 2.728
C: 0.031 -0.888 2.866
C: -0.089 -1.934 3.976
C: -0.320 -1.358 5.372
C: 0.817 -0.464 5.856
H: -2.760 -1.379 3.149
H: -3.286 0.039 2.256
H: -2.364 -1.224 1.435
H: -1.306 0.620 3.649
H: -0.948 0.785 1.947
H: 0.929 -0.286 3.030
H: 0.185 -1.408 1.912
H: 0.825 -2.534 3.986
H: -0.900 -2.629 3.738
H: -0.441 -2.189 6.070
H: -1.261 -0.801 5.399
H: 1.763 -1.011 5.871
H: 0.626 -0.104 6.867
H: 0.946 0.413 5.219
C: 5.834 2.015 1.725
C: 7.353 1.886 1.676
C: 7.827 0.500 1.244
C: 7.410 -0.642 2.174
C: 7.866 -0.488 3.624
C: 9.382 -0.449 3.784
H: 5.392 1.337 2.458
H: 5.536 3.029 1.997
H: 5.401 1.791 0.745
H: 7.773 2.146 2.651
H: 7.750 2.621 0.970
H: 8.916 0.513 1.147
H: 7.440 0.291 0.241
H: 7.812 -1.579 1.773
H: 6.321 -0.751 2.154
H: 7.470 -1.328 4.201
H: 7.428 0.413 4.062
H: 9.839 -1.357 3.384
H: 9.661 -0.372 4.835
H: 9.822 0.405 3.267
C: -9.556 0.676 2.271
C: -9.021 -0.578 2.957
C: -9.165 -1.842 2.110
C: -10.606 -2.225 1.767
C: -11.519 -2.436 2.974
C: -11.068 -3.571 3.888
H: -10.625 0.602 2.072
H: -9.397 1.553 2.900
H: -9.045 0.847 1.324
H: -9.520 -0.710 3.921
H: -7.960 -0.434 3.182
H: -8.680 -2.673 2.630
H: -8.609 -1.707 1.176
H: -10.588 -3.144 1.172
H: -11.044 -1.460 1.120
H: -12.526 -2.651 2.610
H: -11.597 -1.510 3.551
H: -11.016 -4.514 3.339
H: -11.765 -3.705 4.715
H: -10.085 -3.377 4.319

Forces on atoms 1 to 3 (eV/Å):
C 0.19 -0.24 0.03
C -0.05 -0.02 0.01
C 0.11 -0.27 0.01

Output
E_tot   -113021.0535 eV
Lowest unoccupied orbital energy   -2.90 eV
Frontier orbital gap   0.27692 Ha
Net charge   +1

=====

# 3
11 unconnected molecules or ions with the total composition C38H78B2NO15S. Source: the Open Molecules 2025 dataset; level of theory: wB97M-V/def2-TZVPD.

Positions of all 135 atoms, in Å:
C: 2.786 -5.368 2.358
B: 1.668 -4.522 1.766
O: 0.769 -3.998 2.579
C: 1.399 -4.239 0.267
O: 0.827 -5.367 -0.207
B: 0.783 -5.186 -1.705
C: -0.680 -4.977 -2.359
C: -1.416 -3.717 -2.115
C: -1.826 -3.530 -0.692
C: -3.249 -3.715 -0.510
C: -1.507 -2.169 -0.196
O: 1.784 -4.040 -1.861
C: 2.453 -4.002 -0.755
S: 3.749 -5.242 -0.984
O: 3.079 -2.728 -0.587
N: 3.460 -2.093 -1.789
O: 4.478 -1.554 -1.605
H: 3.726 -4.998 2.101
H: 2.681 -6.331 2.023
H: 2.697 -5.384 3.393
H: -0.105 -4.337 2.282
H: 0.812 -3.372 0.145
H: 1.275 -6.229 -2.257
H: -1.258 -5.740 -1.964
H: -0.606 -5.122 -3.393
H: -2.287 -3.746 -2.681
H: -0.901 -2.898 -2.463
H: -1.368 -4.229 -0.075
H: -3.526 -4.722 -0.555
H: -3.782 -3.134 -1.179
H: -3.499 -3.359 0.426
H: -0.793 -1.703 -0.791
H: -1.118 -2.205 0.758
H: -2.351 -1.583 -0.164
H: 4.064 -5.430 0.257
C: -1.413 -8.433 1.521
C: -1.706 -7.172 2.305
O: -1.696 -6.095 1.769
C: -1.998 -7.335 3.787
H: -1.214 -8.169 0.488
H: -0.539 -8.935 1.938
H: -2.264 -9.116 1.570
H: -1.147 -7.800 4.287
H: -2.873 -7.971 3.929
H: -2.186 -6.362 4.228
C: -6.494 -2.824 1.263
C: -6.582 -1.556 0.434
O: -6.023 -1.469 -0.631
C: -7.387 -0.416 1.023
H: -5.889 -3.555 0.739
H: -6.036 -2.611 2.232
H: -7.493 -3.231 1.433
H: -6.959 -0.121 1.980
H: -8.423 -0.726 1.183
H: -7.362 0.424 0.352
C: 3.930 1.416 -1.999
C: 4.193 2.879 -1.757
O: 3.466 3.784 -2.099
C: 5.493 3.188 -1.041
H: 2.979 1.271 -2.500
H: 4.723 0.987 -2.611
H: 3.916 0.890 -1.046
H: 6.337 2.805 -1.616
H: 5.504 2.709 -0.061
H: 5.597 4.261 -0.918
C: 0.649 6.244 1.416
C: -0.018 5.540 0.257
O: -1.219 5.473 0.170
C: 0.888 4.940 -0.793
H: -0.107 6.641 2.084
H: 1.290 5.556 1.968
H: 1.254 7.070 1.043
H: 1.539 4.185 -0.359
H: 1.509 5.712 -1.247
H: 0.281 4.474 -1.563
C: 0.194 6.577 -4.963
C: -0.429 7.809 -4.343
O: -0.131 8.925 -4.693
C: -1.447 7.564 -3.250
H: 0.903 6.875 -5.728
H: 0.709 5.988 -4.202
H: -0.576 5.949 -5.413
H: -0.991 7.020 -2.420
H: -2.279 6.980 -3.632
H: -1.821 8.514 -2.882
C: -4.604 2.886 2.452
C: -5.367 3.105 1.162
O: -6.317 2.432 0.860
C: -4.859 4.210 0.264
H: -5.054 2.069 3.005
H: -3.562 2.645 2.237
H: -4.626 3.791 3.061
H: -3.829 4.002 -0.021
H: -4.888 5.167 0.789
H: -5.477 4.267 -0.626
C: 4.575 4.577 -4.788
C: 4.650 4.773 -6.289
O: 4.010 4.105 -7.059
C: 5.581 5.871 -6.779
H: 3.888 3.776 -4.559
H: 5.565 4.327 -4.400
H: 4.230 5.488 -4.300
H: 6.603 5.668 -6.456
H: 5.277 6.834 -6.368
H: 5.549 5.916 -7.862
C: 3.614 -10.514 3.828
C: 3.918 -9.030 3.723
O: 3.051 -8.208 3.597
C: 5.381 -8.634 3.779
H: 2.543 -10.667 3.773
H: 4.097 -11.057 3.015
H: 3.988 -10.909 4.774
H: 5.930 -9.105 2.963
H: 5.824 -8.955 4.723
H: 5.463 -7.556 3.690
C: 0.091 11.570 0.541
C: 0.942 10.317 0.586
O: 1.045 9.656 1.588
C: 1.650 9.942 -0.701
H: -0.363 11.733 1.512
H: 0.704 12.433 0.279
H: -0.692 11.466 -0.211
H: 2.322 10.743 -1.010
H: 0.926 9.780 -1.501
H: 2.225 9.035 -0.548
C: -2.832 -0.373 4.276
C: -3.288 -1.656 3.607
O: -4.422 -1.788 3.214
C: -2.242 -2.736 3.466
H: -3.659 0.327 4.322
H: -2.478 -0.582 5.287
H: -2.012 0.072 3.712
H: -1.868 -3.033 4.447
H: -1.400 -2.373 2.876
H: -2.675 -3.599 2.968

Forces on atoms 1 to 3 (eV/Å):
C -0.35 1.58 0.16
B 1.42 -0.03 -1.61
O -3.10 0.04 2.37

Output
E_tot   -85060.6871 eV
Lowest unoccupied orbital energy   1.71 eV
Frontier orbital gap   0.22363 Ha
Net charge   -1

=====

Which of these has the lowest E_tot?
C38H76O25S2Ta

=====

Which value of frontier orbital gap does entry 2 give?
0.27692 Ha

=====

Among the records above, which one has the lowest lowest unoccupied orbital energy?
C38H77F13NO3P2S

=====

Among the records above, which one has the highest net charge?
C38H77F13NO3P2S